(1)
128
Properties=species:S:1:pos:R:3:forces:R:3:mulliken_charge:R:1 method="wB97M-V/def2-TZVPD" e_homo_ev=-7.044 spin_multiplicity=1 homo_lumo_gap_ev=8.407 largest_force_ha_per_bohr=0.1607 total_charge=-1 e_lumo_ev=1.36
N -0.44468 -0.05012 0.05155 3.30 1.71 -3.09 -0.76
O -0.76172 0.31679 1.11410 -0.41 2.30 5.98 -0.56
O -1.19444 -0.77722 -0.51246 -1.85 -2.95 -3.55 0.09
O 0.60198 0.41075 -0.52813 -0.84 -0.74 0.53 -0.16
C 0.68722 -3.60048 4.90507 0.43 2.78 -2.65 -0.27
O 0.20012 -4.72779 5.42984 -0.87 -2.53 1.86 -0.58
H 1.73905 -3.64237 4.62222 0.11 -0.31 0.39 0.29
H 0.14449 -3.45639 3.97084 0.37 0.41 -0.65 -0.02
H 0.46886 -2.66874 5.42687 0.25 -0.01 0.76 0.23
H -0.75091 -4.64843 5.32570 -0.14 -0.33 0.36 0.35
C 2.83185 -3.09806 -2.65747 -1.50 -1.60 0.58 0.52
O 4.06711 -3.80707 -2.69608 0.22 0.48 -0.54 -0.64
H 2.42560 -2.81147 -3.62748 0.31 0.05 -0.07 0.35
H 2.21027 -3.87459 -2.21166 -1.07 0.49 -0.28 0.20
H 2.73533 -2.29173 -1.93041 0.87 0.35 -0.35 -0.87
H 3.82006 -4.73416 -2.66330 0.40 0.01 -0.03 0.34
C -0.46012 -5.10307 -2.94066 0.15 -1.22 1.22 0.06
O -0.53572 -6.29177 -3.72045 -0.02 0.16 -0.94 -0.62
H -0.36598 -4.13169 -3.42612 -0.30 -0.22 -0.61 0.14
H -1.29997 -5.15046 -2.24747 0.02 0.67 0.16 0.05
H 0.44708 -5.28098 -2.36322 0.08 0.46 0.29 0.03
H -1.44698 -6.59247 -3.74863 -0.01 0.16 -0.06 0.33
C 3.32344 0.61112 -2.84647 -0.03 0.67 0.35 -0.71
O 3.21976 0.56617 -1.39486 0.41 -0.23 -1.51 0.99
H 2.65811 -0.06360 -3.38515 0.05 -0.41 0.37 0.11
H 3.05115 1.59520 -3.22797 -0.13 0.25 0.16 0.13
H 4.35537 0.45910 -3.16288 -0.01 -0.36 0.38 0.34
H 2.29295 0.45318 -1.17157 -0.33 -0.07 0.04 -0.29
C 1.14773 -3.04068 0.39800 -0.65 0.87 0.58 1.10
O 1.92460 -3.68261 1.36161 0.27 -1.29 -0.30 -0.58
H 0.63200 -3.71060 -0.28998 0.46 -0.47 0.11 0.13
H 0.33445 -2.54220 0.92541 -0.34 0.49 -0.11 -0.47
H 1.70038 -2.29617 -0.17505 0.05 0.11 -0.06 -0.45
H 2.38680 -3.06129 1.92900 0.28 0.41 -0.02 0.20
C -4.30478 -0.51062 1.21380 1.57 -0.80 -0.24 -0.29
O -3.82937 -0.24192 -0.10117 -1.61 0.83 -1.02 -0.26
H -3.58993 -1.28732 1.48551 -0.29 0.01 1.27 0.25
H -4.21052 0.38694 1.82503 -0.28 -0.19 0.23 -0.23
H -5.29263 -0.97076 1.23679 -0.09 0.52 -0.40 0.38
H -2.88194 -0.08813 -0.08374 0.29 -0.22 0.20 0.04
C -3.04439 3.21852 4.54698 -1.24 3.02 1.47 0.67
O -1.90232 3.30207 4.84301 3.55 -0.44 0.97 -0.60
N -3.63786 2.46766 3.73162 -0.60 -6.22 -5.40 -0.20
N -4.01577 4.01893 4.96533 -0.31 2.89 2.43 -0.43
H -4.63229 2.55600 3.57864 0.70 -0.93 -0.41 0.11
H -3.06485 1.72047 3.36628 -0.77 -0.18 -0.55 0.07
H -4.91479 3.82798 4.54650 -0.06 1.28 1.45 0.15
H -3.68857 4.57211 5.74446 -1.34 0.53 -0.06 0.26
C 3.66687 -0.75209 3.02130 -0.33 -0.03 -2.51 0.51
O 4.04240 -1.82234 2.64199 0.60 -3.86 -1.47 -0.80
N 3.70476 -0.46637 4.25732 0.11 1.25 6.46 -0.43
N 3.17512 0.15216 2.22409 -1.26 2.52 -2.65 0.28
H 3.65422 -1.27879 4.85524 0.41 0.33 0.14 0.25
H 3.39106 0.41078 4.64758 -0.10 -0.24 -0.21 0.18
H 2.96017 -0.08688 1.26661 0.48 0.02 0.08 -0.29
H 2.87914 1.06978 2.52482 -0.12 -0.27 0.12 0.08
C 4.95905 3.75370 -0.41035 2.30 -1.45 2.27 0.46
O 5.66805 4.61432 0.03838 1.97 1.13 1.25 -0.75
N 5.01638 2.44421 -0.16169 0.38 -2.15 0.53 -0.03
N 4.00139 4.12642 -1.19692 -4.05 1.30 -3.67 -0.25
H 4.39347 1.76097 -0.56821 -0.40 0.31 -0.27 -0.03
H 5.66262 1.96409 0.44820 0.30 0.90 0.08 0.22
H 4.20231 5.04023 -1.57729 -0.30 -0.14 -0.10 0.23
H 3.56747 3.45495 -1.81413 0.09 0.05 -0.17 0.06
C -3.55710 -3.76384 -0.84537 -2.30 -3.16 -1.14 0.41
O -3.82825 -4.96908 -0.97721 1.07 0.56 0.56 -0.75
N -4.37431 -2.84808 -1.26909 -3.25 2.68 -2.06 -0.11
N -2.56022 -3.19250 -0.21441 2.92 -0.79 2.31 0.16
H -5.25334 -3.10706 -1.69376 0.28 -0.15 -0.03 0.24
H -4.33168 -1.93801 -0.83313 0.00 0.06 -0.29 0.01
H -2.10395 -2.34927 -0.53202 -0.17 -0.27 0.69 0.08
H -2.42565 -3.68722 0.65578 1.31 0.42 -0.15 0.14
C -6.94268 1.14412 -1.83976 -4.25 -3.07 2.69 0.67
O -7.46528 0.44823 -0.96510 0.01 -0.04 0.79 -0.71
N -7.65318 1.69910 -2.76090 -2.42 3.10 -3.73 -0.36
N -5.70046 1.19694 -2.03415 7.08 0.13 -0.16 -0.21
H -7.12739 2.19940 -3.46328 -0.66 0.00 -0.16 0.15
H -8.66078 1.76784 -2.77175 0.45 -0.16 0.37 0.22
H -5.20052 1.86473 -2.60356 -0.36 -0.21 0.03 0.19
H -5.13318 0.57853 -1.47213 0.26 0.25 0.26 0.05
C -0.06732 5.25125 -0.41381 -0.17 -1.00 -4.63 0.46
O -0.52050 4.58265 -1.40304 0.92 0.97 1.91 -0.82
N -0.73274 5.49103 0.66601 -1.64 0.36 2.76 -0.35
N 1.11288 5.88234 -0.47096 1.83 0.62 -0.91 -0.28
H -1.71289 5.25550 0.72877 0.45 -0.15 0.20 0.22
H -0.18672 5.82898 1.44560 -0.58 -0.12 0.26 0.20
H 1.36220 6.69695 0.07159 -0.33 -0.44 0.32 0.18
H 1.65695 5.82547 -1.31999 -0.31 -0.35 0.16 0.16
C -0.14861 2.54438 -4.13412 0.01 -0.93 -2.16 0.50
O -0.09327 1.85332 -5.10339 0.48 -2.16 -3.19 -0.74
N -1.25646 2.73102 -3.49856 -2.77 0.63 2.40 -0.29
N 0.88805 3.22430 -3.71097 2.33 1.42 1.74 -0.22
H -2.04165 2.14538 -3.74470 0.19 0.27 0.35 0.08
H -1.17752 3.38728 -2.73488 -1.17 -0.21 0.34 0.42
H 1.49207 3.56023 -4.44746 0.04 0.11 0.57 0.27
H 0.64144 3.70110 -2.85544 0.99 1.04 -0.06 0.18
C -1.79496 -1.32075 4.67510 -0.78 0.37 0.22 0.45
O -2.09300 -2.01701 5.57485 -1.17 -3.63 3.18 -0.69
N -1.74458 -1.63814 3.41837 -0.09 -3.63 -4.24 0.19
N -1.65021 -0.05942 4.80235 1.41 6.96 0.38 -0.06
H -1.24192 -1.17059 2.67753 -0.19 0.06 0.17 -0.22
H -2.08651 -2.57704 3.27124 0.54 0.02 -0.49 0.20
H -2.04434 0.53144 5.52042 0.43 -0.56 0.21 0.23
H -1.41461 0.41524 3.94253 -0.04 0.46 0.45 -0.20
C -1.67506 -1.01812 -4.36459 2.19 0.65 -2.68 0.33
O -1.86246 -1.17922 -5.56155 0.10 -0.21 -0.28 -0.78
N -0.49338 -0.66743 -3.81806 2.54 0.00 -0.22 0.25
N -2.58867 -1.09613 -3.46836 -4.05 -0.40 3.55 0.07
H 0.23643 -0.37704 -4.45299 -0.35 0.05 0.00 0.15
H -0.30592 -0.49645 -2.84045 -0.43 -0.06 -0.10 -0.23
H -2.32803 -0.93852 -2.50538 -0.42 -0.15 -0.13 -0.14
H -3.53475 -1.36952 -3.69265 0.39 -0.06 0.06 0.20
C 1.74877 3.19911 1.77407 -1.04 0.90 3.50 0.55
O 2.20185 4.23389 2.20377 0.72 1.63 0.96 -0.74
N 1.05467 2.31375 2.58154 0.65 0.12 0.14 -0.24
N 1.80818 2.84330 0.55599 0.11 -1.45 -4.00 1.25
H 0.69105 2.76649 3.40793 -0.38 -0.47 -0.10 0.16
H 0.57490 1.60644 2.04337 -0.68 -0.08 0.81 0.12
H 2.28532 3.45898 -0.08695 -0.04 -0.27 -0.08 -0.31
H 1.27510 2.02227 0.30730 0.29 0.08 -0.94 -0.49
C 5.93049 -1.91221 -0.58563 0.63 1.94 3.69 0.63
O 6.72349 -1.28689 0.16881 -1.13 -0.99 -1.56 -0.75
N 4.72614 -2.34598 -0.16019 -1.11 -0.34 1.32 0.05
N 6.10007 -2.20375 -1.84884 0.98 -0.11 -3.28 -0.42
H 4.49887 -2.26648 0.82069 0.15 0.05 0.18 0.07
H 4.06313 -2.83714 -0.74267 0.67 0.06 0.27 0.12
H 6.67631 -1.61816 -2.43632 0.08 -0.21 0.37 0.25
H 5.28598 -2.63315 -2.26475 0.64 -0.06 -0.48 0.25



(2)
10
Properties=species:S:1:pos:R:3:forces:R:3:mulliken_charge:R:1 method="wB97M-V/def2-TZVPD" e_homo_ev="-5.641 / -10.991" spin_multiplicity=3 homo_lumo_gap_ev="6.589 / 9.545" largest_force_ha_per_bohr=0.0859 e_lumo_ev="0.95 / -1.45"
C 1.23280 0.19156 -0.48551 -2.34 -2.33 -0.88 0.48
C -1.55928 0.97132 -0.28416 -1.58 -0.78 -2.40 -0.25
C -0.99089 1.07716 0.75435 -1.69 -0.16 -2.35 -0.54
C 1.16991 -1.09530 -0.12807 1.24 -0.41 3.12 -0.31
O 1.52680 1.17554 -1.00682 1.46 3.91 -1.44 -0.38
O 0.01481 -1.82472 0.19805 3.86 -1.19 0.55 -0.32
H -2.06497 0.73432 -1.25565 0.93 0.56 1.59 0.35
H -0.78660 -1.39306 0.02435 -1.75 1.69 -0.80 0.31
H -0.66538 1.33995 1.65013 1.54 0.74 3.37 0.42
H 2.12279 -1.17676 0.53332 -1.67 -2.04 -0.77 0.24



(3)
9
Properties=species:S:1:pos:R:3:forces:R:3:mulliken_charge:R:1 method="wB97M-V/def2-TZVPD" e_homo_ev="-11.157 / -13.989" spin_multiplicity=4 homo_lumo_gap_ev="5.959 / 5.887" largest_force_ha_per_bohr=0.0681 total_charge=+1 e_lumo_ev="-5.20 / -8.10"
C -0.39039 -0.58057 -0.52533 -0.83 -0.35 3.38 -0.26
C 0.09634 0.54424 0.21440 0.87 -1.14 -1.08 0.20
O 0.47430 0.23515 1.62058 1.54 -1.28 0.07 -0.16
C -0.55549 0.95369 1.75000 -1.92 2.39 0.37 0.48
O -1.35752 1.42791 2.44800 0.14 -0.51 0.20 -0.22
O -0.33029 -0.61256 -1.76376 0.60 0.68 -2.59 -0.59
H -0.86610 -1.39625 0.04742 0.18 0.38 -0.14 0.36
H 0.71491 1.31436 -0.24894 -0.48 0.17 0.16 0.40
Ni -0.77383 -1.61682 -3.22089 -0.10 -0.34 -0.37 0.80



(4)
14
Properties=species:S:1:pos:R:3:forces:R:3:mulliken_charge:R:1 method="wB97M-V/def2-TZVPD" smiles="C=N.O.O.O" e_homo_ev=-10.014 spin_multiplicity=1 homo_lumo_gap_ev=10.643 largest_force_ha_per_bohr=0.0704 e_lumo_ev=0.63
C 1.86262 2.77431 0.31845 1.70 -0.61 0.21 -0.21
N 2.76236 1.83277 0.47388 -1.36 2.55 -0.45 -0.47
H 1.38716 2.91180 1.35014 -0.48 0.33 -2.05 0.25
H 1.66377 3.51357 -0.68255 0.62 -2.04 2.92 0.21
H 3.48039 1.79618 -0.24760 -0.49 -0.24 -0.64 0.22
O -0.21447 -3.30318 -1.19338 -0.50 0.20 1.51 -0.62
H 0.06737 -4.19845 -0.96588 0.14 0.37 -0.84 0.31
H -0.04739 -3.02341 -2.08309 0.35 -0.56 -0.66 0.32
O -1.78237 -0.18765 -1.58995 1.64 0.83 2.30 -0.65
H -2.04829 0.34854 -0.78579 0.06 -0.85 -1.45 0.32
H -0.82817 -0.35509 -1.31205 -1.67 0.01 -0.79 0.32
O -1.80850 -0.48765 2.40266 0.52 -0.42 -0.11 -0.64
H -1.78390 -1.38879 2.05687 0.20 0.08 0.05 0.33
H -2.71058 -0.23294 2.25830 -0.74 0.34 -0.01 0.31



Repeat the fourth record exactly.
14
Properties=species:S:1:pos:R:3:forces:R:3:mulliken_charge:R:1 method="wB97M-V/def2-TZVPD" smiles="C=N.O.O.O" e_homo_ev=-10.014 spin_multiplicity=1 homo_lumo_gap_ev=10.643 largest_force_ha_per_bohr=0.0704 e_lumo_ev=0.63
C 1.86262 2.77431 0.31845 1.70 -0.61 0.21 -0.21
N 2.76236 1.83277 0.47388 -1.36 2.55 -0.45 -0.47
H 1.38716 2.91180 1.35014 -0.48 0.33 -2.05 0.25
H 1.66377 3.51357 -0.68255 0.62 -2.04 2.92 0.21
H 3.48039 1.79618 -0.24760 -0.49 -0.24 -0.64 0.22
O -0.21447 -3.30318 -1.19338 -0.50 0.20 1.51 -0.62
H 0.06737 -4.19845 -0.96588 0.14 0.37 -0.84 0.31
H -0.04739 -3.02341 -2.08309 0.35 -0.56 -0.66 0.32
O -1.78237 -0.18765 -1.58995 1.64 0.83 2.30 -0.65
H -2.04829 0.34854 -0.78579 0.06 -0.85 -1.45 0.32
H -0.82817 -0.35509 -1.31205 -1.67 0.01 -0.79 0.32
O -1.80850 -0.48765 2.40266 0.52 -0.42 -0.11 -0.64
H -1.78390 -1.38879 2.05687 0.20 0.08 0.05 0.33
H -2.71058 -0.23294 2.25830 -0.74 0.34 -0.01 0.31